1.
Below is an isolated molecule of C23H24BrN3O4S, with properties calculated with ωB97M-V with the def2-TZVPD basis set.

CARTESIAN COORDINATES (ANGSTROEM)
H (0.1503, 2.4395, 4.9109)
C (0.5019, 0.3278, 4.4218)
C (3.4479, -2.4360, 0.1416)
H (-0.3644, -0.3053, 4.6047)
C (2.6243, -0.4701, 0.7808)
C (-2.5852, 1.3867, 0.5104)
C (2.1043, -2.4113, -0.0541)
H (4.1166, -3.2445, -0.0695)
C (-1.1976, -1.4827, -2.9920)
H (2.3588, -0.3340, 3.4938)
H (3.2636, 1.2711, 1.7888)
C (-1.7103, -1.0612, -4.2027)
H (-2.4429, -1.6718, -4.7070)
H (-4.0169, -2.3268, -1.9508)
H (0.0784, 1.7994, -4.4907)
C (1.0522, 2.1429, 2.9506)
H (0.9122, -1.0854, 2.7964)
O (-2.4245, -3.8464, -3.1242)
H (-1.6126, 0.4590, -5.7059)
C (-3.6576, 1.2456, -0.3527)
H (-0.9279, 0.4399, 1.4971)
C (-3.0277, -1.0500, -0.7132)
O (2.1674, 1.7819, -2.7168)
O (1.5977, -1.2224, 0.3270)
C (1.3108, -0.1562, 3.2088)
S (-1.8596, -2.9322, -2.1823)
C (-0.2551, -0.7460, -2.3072)
O (-0.9215, -3.4105, -1.2153)
C (-3.8741, 0.0274, -0.9672)
H (-1.3526, -1.7485, 0.4110)
C (-1.7506, 0.3196, 0.8049)
H (-4.3084, 2.0820, -0.5563)
H (1.7789, 2.8441, 0.4586)
H (4.7647, -0.8362, 0.9704)
H (0.6473, 2.9317, 2.3172)
N (1.2155, 0.9040, 2.2014)
Br (-2.2486, 3.0889, 1.2896)
C (-1.9820, -0.9003, 0.1970)
H (1.4086, -3.1339, -0.4367)
C (3.7882, -1.1727, 0.6879)
H (2.9952, 1.9770, -0.5004)
C (2.3455, 0.9143, 1.2802)
H (0.2949, 0.8626, -0.3467)
C (-1.2407, 0.1238, -4.7499)
C (-0.2964, 0.8780, -4.0716)
C (0.1919, 0.4580, -2.8385)
C (0.0861, 1.7593, 4.0646)
H (1.1212, 0.3150, 5.3180)
H (-4.7005, -0.0889, -1.6530)
C (1.2475, 1.2519, -2.1262)
N (-3.1922, -2.2648, -1.3722)
C (2.0820, 1.8598, 0.0893)
H (-0.9360, 1.7792, 3.6894)
H (2.0127, 2.4856, 3.3718)
H (0.1440, -1.1403, -1.3898)
N (1.0751, 1.3227, -0.7910)

Cartesian forces (eV/Å) of the 2 atoms listed first:
H -0.05 0.05 0.03
C 0.00 0.00 -0.02

## Properties
Energy above the lowest of the compared OMol25 structures with the same formula, charge and spin   0.000 eV
Net charge   0

Results of the Löwdin charge analysis, in e, for atoms 1 through 4: 0.11, -0.15, -0.04, 0.11

---

2.
Below is an isolated molecule of C23H24ClN5O, with properties calculated with ωB97M-V with the def2-TZVPD basis set.

CARTESIAN COORDINATES (ANGSTROEM)
C (-3.8734, 0.0451, 0.1833)
H (4.6660, -2.5344, -1.1761)
C (-1.7940, -1.2785, -0.1233)
H (-2.2652, -2.2335, -0.2308)
C (4.6487, -0.1716, 1.6583)
C (-0.4600, -0.9481, -0.1583)
N (5.6520, 0.1164, 2.4412)
C (-0.4452, 0.4565, 0.0211)
H (-4.3780, -2.0426, 0.2958)
H (-3.6949, 2.1678, 0.1189)
C (-6.6222, 0.4747, 0.4018)
H (7.6775, 0.5629, 2.0063)
C (2.3246, 2.7446, -1.0998)
H (6.8735, 0.1995, -0.6025)
N (4.9993, -0.1735, 0.3518)
O (-7.9405, 0.7930, 0.5018)
C (1.4532, 1.5166, 1.2263)
H (4.6398, -0.1405, -1.6802)
C (1.1929, 1.9470, -1.1093)
H (-8.7171, -0.8498, 1.5061)
H (3.6516, -0.3781, 1.9919)
C (3.0210, 2.9238, 0.0835)
H (2.3977, -3.2481, -1.8677)
N (-2.4910, -0.1323, 0.0732)
H (2.6536, 3.2174, -2.0120)
C (3.7985, -1.9567, -0.8523)
H (2.9783, -1.8738, -2.8361)
H (-8.8605, -0.8984, -0.2750)
C (-5.7387, 1.5533, 0.3025)
H (3.9056, 3.5420, 0.0949)
H (-6.1467, 2.5511, 0.3121)
C (-6.1106, -0.8180, 0.3943)
H (-6.7608, -1.6746, 0.4742)
H (1.1047, 1.0406, 2.1310)
C (-8.8806, -0.2485, 0.6059)
H (1.3569, -1.8082, 0.5217)
H (3.1309, 2.4506, 2.1678)
C (2.5854, 2.3124, 1.2470)
C (-4.3846, 1.3431, 0.1942)
H (0.8990, -1.2342, -2.2987)
H (0.3766, -2.8754, -0.5099)
N (1.5048, -1.3490, -1.4932)
C (0.7198, -1.8338, -0.3693)
C (6.7126, 0.3097, 1.6154)
C (4.1432, -0.4672, -0.7637)
C (-4.7464, -1.0289, 0.2879)
H (3.2084, 0.0894, -0.6576)
Cl (0.3300, 1.7158, -2.5867)
C (2.6470, -2.1723, -1.8384)
N (-1.6722, 0.9190, 0.1555)
H (-9.8526, 0.2377, 0.6709)
C (0.7408, 1.3220, 0.0491)
H (3.5123, -2.3141, 0.1379)
C (6.3291, 0.1318, 0.3172)

Cartesian forces (eV/Å) of the 2 atoms listed first:
C -0.97 0.15 0.09
H 0.02 -0.04 0.08

## Properties
Net charge   0

Results of the Löwdin charge analysis, in e, for atoms 1 through 4: -0.19, 0.12, 0.01, 0.12

---

3.
Below is a structure of composition C23H24FLiN4O3S5, with properties calculated with ωB97M-V with the def2-TZVPD basis set.

CARTESIAN COORDINATES (ANGSTROEM)
N (1.8409, 0.9282, 2.2167)
H (1.9427, 2.8806, 2.9588)
C (-2.0250, -1.7447, -1.5510)
C (-1.5171, 2.5154, -6.1069)
H (1.1968, -0.3987, 4.7712)
H (2.5638, 1.6308, 4.0364)
N (0.0580, 3.2729, -4.1784)
C (2.6748, -2.6285, -1.0710)
H (-2.7079, 2.5528, 0.3928)
C (-2.2018, -0.5763, -2.2099)
H (0.5012, 1.8331, 5.1105)
S (0.8599, 1.2635, -0.7123)
C (0.3716, 1.7813, 4.0283)
H (-1.9392, -2.6698, -2.1066)
H (4.6953, 1.9127, -2.1209)
H (-1.0498, 2.7160, -7.0691)
O (-1.1362, 0.3071, -4.0690)
H (2.6666, -0.8753, 2.9539)
O (-2.3070, 1.7850, -1.9684)
C (-0.6499, 2.9691, -5.0320)
H (-3.1259, -3.2323, 1.7313)
H (1.3505, -1.0468, 1.7807)
S (4.2953, 1.1620, 0.1166)
S (2.6698, -4.2510, -1.2804)
H (2.7309, 1.0850, 1.7138)
C (1.7554, 1.8827, 3.3505)
C (3.2852, -0.1422, -0.4897)
N (-1.8575, -1.8575, -0.2022)
C (0.6828, -0.5465, 3.8203)
C (-1.8536, -0.7084, 0.5648)
H (-3.1173, -4.1916, -0.5717)
H (-0.2427, 2.6186, 3.7368)
C (-1.2773, -0.7008, 1.8425)
H (-0.3368, -3.2360, 0.3762)
C (-2.2369, -3.7617, 1.4167)
C (-2.3097, 0.6489, -1.4635)
C (4.2476, 2.3605, -1.2372)
H (3.2242, 2.6680, -1.4344)
N (-0.3058, 0.5199, 3.7124)
H (-1.6639, 1.4447, -5.9498)
Li (-0.4842, 1.5867, -2.9078)
O (-2.5591, -1.4039, -4.4077)
C (-1.1405, 0.4690, 2.5722)
C (1.9685, -0.0767, -0.8014)
H (4.8461, 3.2097, -0.9121)
C (-2.2296, -4.3329, 0.0290)
H (-1.7159, -4.2938, 2.2007)
F (-1.9998, 2.7035, 2.8436)
C (-2.2639, 0.4925, -0.0078)
C (1.6913, -0.4938, 2.6544)
C (-2.3265, 1.6277, 0.8049)
C (-1.4155, -3.1169, 0.3389)
H (-1.6954, -5.2535, -0.1543)
H (0.2177, -1.5279, 3.8740)
H (1.1451, 1.1368, 1.4535)
H (-0.8407, -1.6173, 2.2036)
S (1.2814, -1.6216, -1.2837)
C (-1.8418, 1.5947, 2.0744)
C (-1.9849, -0.5727, -3.7159)
H (-2.4747, 3.0293, -6.0507)
S (4.0705, -1.7094, -0.6148)

Cartesian forces (eV/Å) of the 2 atoms listed first:
N -0.09 0.00 0.13
H -0.02 0.00 0.00

## Properties
Energy above the lowest of the compared OMol25 structures with the same formula, charge and spin   0.160 eV
Net charge   0

Results of the Löwdin charge analysis, in e, for atoms 1 through 4: 0.00, 0.14, 0.00, -0.04

---

HOMO energy for every record listed, in sequence, given in eV: -8.72; -8.05; -7.79.
Total energy for every record listed, in sequence, given in eV: -117778.5615; -46260.6348; -93443.4806.